This record from the Open Molecules 2025 dataset describes a single C18H26N4O4S molecule. The level of theory is the ωB97M-V functional and the def2-TZVPD basis.

The geometry in XYZ format:
```
53
C18H26N4O4S the ωB97M-V functional and the def2-TZVPD basis
N 3.111 2.976 0.852
C 3.881 2.067 0.174
O 4.930 2.386 -0.342
C 3.307 0.709 0.089
C 1.966 0.418 -0.002
N 0.911 1.302 -0.060
C -0.374 0.917 -0.180
O -0.750 -0.244 -0.211
C -1.314 2.117 -0.235
O -0.884 3.252 -0.083
N -2.570 1.753 -0.462
C -3.716 2.626 -0.443
C -4.808 2.033 0.448
H -5.638 2.738 0.509
H -4.408 1.896 1.454
C -5.340 0.699 -0.091
N -4.294 -0.316 -0.137
C -4.036 -0.993 1.129
H -4.023 -0.262 1.938
C -5.072 -2.083 1.431
H -4.783 -2.651 2.316
O -5.164 -3.019 0.378
C -5.476 -2.383 -0.842
C -4.431 -1.316 -1.186
H -4.687 -0.825 -2.128
H -3.455 -1.800 -1.293
H -5.491 -3.169 -1.598
H -6.477 -1.925 -0.781
H -6.061 -1.630 1.609
H -3.045 -1.449 1.051
H -6.201 0.392 0.522
H -5.701 0.857 -1.110
H -4.097 2.747 -1.464
H -3.393 3.604 -0.075
H -2.804 0.755 -0.486
H 1.087 2.305 -0.089
S 1.652 -1.279 -0.126
C 3.358 -1.607 -0.060
C 4.104 -0.475 0.042
C 5.598 -0.502 0.093
C 6.101 -1.907 0.417
C 5.394 -2.941 -0.456
H 5.838 -3.927 -0.313
C 3.905 -2.992 -0.107
H 3.357 -3.589 -0.840
H 3.770 -3.471 0.868
H 5.511 -2.664 -1.505
H 7.180 -1.955 0.257
H 5.906 -2.133 1.467
H 5.958 0.218 0.831
H 5.983 -0.175 -0.876
H 2.443 2.677 1.541
H 3.516 3.890 0.982
```

Computed properties:
Energy above the lowest of the compared OMol25 structures with the same formula, charge and spin ... 0.0000 eV
LUMO level ... 0.46 eV
HOMO ... -0.2923 hartree
Total charge ... 0
SMILES ... NC(=O)c1c(NC(=O)C(=O)NCCCN2CCOCC2)sc2c1CCCC2